(1)
The following is a quantum chemistry calculation of C19H25N3O4S in the gas phase, from the Open Molecules 2025 dataset.

The geometry in XYZ format:
```
52
Properties=species:S:1:pos:R:3:lowdin_charge:R:1
C -0.429 -3.462 0.291 -0.086
O 0.528 -3.304 -0.727 -0.088
C 1.654 -2.580 -0.442 -0.285
C 1.962 -2.044 0.800 -0.024
C 3.091 -1.259 0.962 -0.007
C 3.934 -1.013 -0.110 -0.279
O 5.057 -0.210 -0.042 -0.035
C 4.990 0.905 0.808 -0.105
C 3.802 1.764 0.521 -0.309
N 3.357 2.764 1.209 0.101
N 2.260 3.226 0.579 0.063
C 2.092 2.475 -0.459 -0.692
S 0.865 2.577 -1.678 1.023
C 0.405 0.797 -1.699 -0.303
C -0.164 0.526 -0.315 -0.508
O 0.628 0.449 0.612 0.040
N -1.498 0.443 -0.130 0.026
C -2.476 0.536 -1.205 -0.321
C -2.838 1.987 -1.537 -0.025
C -3.720 -0.310 -0.903 -0.144
C -4.274 -0.054 0.491 -0.187
C -3.184 -0.384 1.500 -0.146
C -1.930 0.458 1.272 -0.313
C -2.080 1.892 1.786 -0.017
O 3.054 1.535 -0.574 0.076
C 3.658 -1.597 -1.344 -0.002
C 2.529 -2.370 -1.508 -0.007
H -0.771 -2.493 0.669 0.075
H -0.039 -4.057 1.124 0.098
H -1.263 -3.991 -0.167 0.094
H 1.322 -2.200 1.653 0.111
H 3.281 -0.826 1.931 0.123
H 4.978 0.633 1.872 0.134
H 5.904 1.476 0.617 0.144
H 1.313 0.212 -1.840 0.080
H -0.262 0.675 -2.544 0.070
H -2.022 0.090 -2.095 0.129
H -1.940 2.595 -1.619 0.048
H -3.366 2.022 -2.487 0.085
H -3.478 2.423 -0.777 0.068
H -4.471 -0.094 -1.664 0.118
H -3.455 -1.367 -0.983 0.117
H -4.591 0.983 0.595 0.103
H -5.147 -0.686 0.664 0.113
H -3.533 -0.211 2.518 0.118
H -2.932 -1.444 1.408 0.107
H -1.102 0.006 1.831 0.139
H -2.931 2.398 1.342 0.064
H -1.179 2.457 1.560 0.086
H -2.211 1.877 2.865 0.085
H 4.330 -1.416 -2.167 0.123
H 2.291 -2.808 -2.465 0.120
```

- E_HOMO (eV) = -8.08
- energy above the lowest of the compared OMol25 structures with the same formula, charge and spin (kJ/mol) = 338.9
- HOMO-LUMO gap (eV) = 8.5994
- total charge = 0
- SMILES string = COc1ccc(OCc2nnc(SCC(=O)N3[C@H](C)CCC[C@@H]3C)o2)cc1

(2)
The following is a quantum chemistry calculation of H6NP3 in the gas phase, from the Open Molecules 2025 dataset.

The geometry in XYZ format:
```
10
Properties=species:S:1:pos:R:3:lowdin_charge:R:1
N -1.678 0.596 -0.504 -0.377
P -0.108 -0.031 0.300 0.164
P 1.655 1.210 0.391 0.487
P 0.251 -1.678 -1.067 0.542
H -1.766 1.586 -0.261 -0.127
H -0.332 -0.664 1.664 -0.027
H 1.106 1.836 -0.663 -0.196
H 0.988 2.170 1.341 -0.099
H -1.131 -1.625 -1.229 -0.158
H 0.020 -2.568 -0.103 -0.210
```

- E_HOMO (eV) = -8.06
- energy above the lowest of the compared OMol25 structures with the same formula, charge and spin (kJ/mol) = 216.5
- HOMO-LUMO gap (eV) = 8.4880
- total charge = 0
- SMILES string = N=[PH](P)P

(3)
The following is a quantum chemistry calculation of a molecular structure, C18H19BN6Pb, from the Open Molecules 2025 dataset.

The geometry in XYZ format:
```
45
Properties=species:S:1:pos:R:3:lowdin_charge:R:1
H -2.031 -0.962 1.873 0.110
N -1.011 -1.551 0.119 -0.064
B -0.286 -2.599 -2.055 -0.462
N -1.281 -2.487 -0.860 -0.032
C -2.373 -3.199 -0.523 -0.025
Pb 1.001 0.044 0.140 1.592
H -2.709 -4.005 -1.162 0.140
C -2.861 -2.691 0.682 -0.018
H -3.722 -3.026 1.227 0.108
C -1.989 -1.643 1.032 -0.115
H -0.613 -3.480 -2.790 0.132
C 2.768 1.563 0.811 -0.061
H 2.928 2.400 1.507 0.111
H 2.540 2.010 -0.168 0.065
H 3.629 0.886 0.790 0.066
N 1.123 -2.817 -1.411 0.018
N -0.222 -1.230 -2.798 -0.009
N 1.724 -1.922 -0.528 -0.110
N 0.169 -0.080 -2.133 -0.066
C 1.912 -3.887 -1.569 0.017
C -0.440 -0.948 -4.096 -0.004
H 1.579 -4.673 -2.238 0.156
H -0.705 -1.745 -4.778 0.147
C 3.054 -3.722 -0.780 0.009
C -0.246 0.420 -4.281 -0.008
C 2.905 -2.490 -0.134 -0.081
C 0.107 0.933 -3.021 -0.100
H 3.869 -4.411 -0.700 0.120
H -0.345 0.962 -5.199 0.114
H 3.565 -2.003 0.585 0.126
H 0.304 1.960 -2.738 0.121
H 1.837 1.093 1.432 -0.018
C -0.337 1.443 1.347 -0.089
C -0.753 2.422 1.973 -0.067
C -1.184 3.537 2.761 -0.250
C -1.093 3.471 4.168 -0.024
C -1.447 4.566 4.955 -0.050
C -1.900 5.747 4.360 -0.037
C -1.987 5.830 2.965 -0.049
C -1.634 4.739 2.167 -0.019
H -0.724 2.549 4.625 0.121
H -1.365 4.494 6.039 0.119
H -2.181 6.598 4.978 0.122
H -2.331 6.752 2.494 0.120
H -1.686 4.805 1.076 0.122
```

- E_HOMO (spin up / spin down) (eV) = -14.26 / -14.26
- energy above the lowest of the compared OMol25 structures with the same formula, charge and spin (kJ/mol) = 181.0
- HOMO-LUMO gap (spin up / spin down) (eV) = 4.0261 / 4.0245
- total charge = +2

(4)
The following is a quantum chemistry calculation of C10H13N5O4 in the gas phase, from the Open Molecules 2025 dataset.

The geometry in XYZ format:
```
32
Properties=species:S:1:pos:R:3:lowdin_charge:R:1
C -3.722 -2.311 0.721 -0.040
C -3.073 -1.027 0.318 -0.177
C -1.746 -0.881 0.163 0.019
N -1.151 0.299 -0.196 0.055
C -1.895 1.438 -0.439 -0.471
O -1.394 2.495 -0.744 0.091
N -3.247 1.271 -0.289 0.217
C -3.940 0.123 0.087 -0.426
O -5.145 0.141 0.190 0.092
H -3.811 2.094 -0.472 0.173
C 0.295 0.394 -0.360 -0.268
O 0.815 -0.807 -0.870 -0.029
C 1.854 -1.302 -0.037 -0.264
C 2.923 -1.975 -0.909 -0.211
O 3.807 -2.758 -0.155 -0.041
H 3.346 -3.536 0.181 0.093
H 3.529 -1.212 -1.400 0.121
H 2.405 -2.562 -1.676 0.130
C 2.334 -0.094 0.789 -0.244
N 3.283 0.658 0.032 0.093
N 3.907 1.607 0.376 -0.208
N 4.575 2.500 0.499 0.201
C 1.016 0.669 0.971 -0.030
H 1.153 1.733 1.149 0.127
H 0.449 0.239 1.798 0.130
H 2.771 -0.418 1.741 0.156
H 1.444 -2.056 0.661 0.156
H 0.462 1.206 -1.081 0.164
H -1.062 -1.705 0.294 0.139
H -2.994 -3.115 0.779 0.078
H -4.496 -2.570 0.003 0.087
H -4.210 -2.190 1.688 0.089
```

- E_HOMO (eV) = -9.07
- energy above the lowest of the compared OMol25 structures with the same formula, charge and spin (kJ/mol) = 187.8
- HOMO-LUMO gap (eV) = 9.3930
- total charge = 0

Max |F| for every record listed, in sequence, given in hartree/bohr: 0.03315; 0.10903; 0.15515; 0.05475.
Calculated total energy for every record listed, in sequence, given in Eh: -1602.396284; -1082.282770; -1242.774560; -963.581531.